(1)
Below is C34H45IN9O4ReS2 as an isolated structure at a distorted geometry, with properties calculated with the ωB97M-V functional and the def2-TZVPD basis.

XYZ file:
```
96
Properties=species:S:1:pos:R:3
Re -0.596 -0.676 0.425
N -1.956 3.172 2.261
C -1.446 1.989 1.889
O -1.908 1.385 0.916
C -0.304 1.474 2.715
C 0.090 0.034 2.381
H -2.695 3.581 1.714
H -1.567 3.698 3.022
H -0.572 1.572 3.770
H 0.538 2.143 2.531
H -0.290 -0.625 3.164
H 1.179 -0.040 2.383
I 6.661 3.867 -2.390
C 4.711 3.352 -1.779
C 3.653 3.783 -2.463
C 2.318 3.301 -2.148
C 2.108 2.320 -1.262
C 3.240 1.723 -0.483
C 4.617 2.406 -0.631
C 0.730 1.735 -1.133
O -0.207 2.187 -1.756
O 0.639 0.628 -0.414
H 3.768 4.471 -3.290
H 1.476 3.712 -2.690
H 3.266 0.641 -0.613
H 5.402 1.662 -0.742
C 0.558 -4.375 -1.148
N 1.698 -3.833 -1.863
C 2.497 -2.868 -1.394
N 3.554 -2.536 -2.167
S 2.238 -2.025 0.039
H -0.120 -4.845 -1.858
H 0.037 -3.571 -0.636
H 0.866 -5.108 -0.401
H 2.010 -4.340 -2.676
H 3.820 -3.111 -2.950
H 4.258 -1.940 -1.768
C -3.622 -3.464 -3.553
N -2.469 -2.582 -3.432
C -1.836 -2.086 -4.515
C -0.715 -1.347 -4.385
C -0.225 -1.117 -3.066
N -0.917 -1.494 -1.987
C -2.070 -2.230 -2.134
O -2.740 -2.618 -1.198
N 1.000 -0.611 -2.905
H -3.662 -3.869 -4.561
H -4.542 -2.923 -3.331
H -3.528 -4.269 -2.829
H -2.260 -2.334 -5.478
H -0.191 -0.956 -5.243
H 1.428 -0.099 -3.657
H 1.298 -0.416 -1.959
C 5.669 2.936 3.004
N 5.844 2.603 1.592
C 6.282 1.224 1.423
C 4.732 3.032 0.814
S 3.114 2.079 1.313
N 4.562 4.444 0.972
C 5.725 5.305 0.831
C 3.319 5.129 0.695
H 4.748 2.480 3.398
H 5.611 4.012 3.134
H 6.518 2.562 3.571
H 6.794 1.087 0.471
H 5.455 0.506 1.503
H 7.006 0.995 2.202
H 6.633 4.711 0.794
H 5.792 5.992 1.682
H 5.656 5.912 -0.078
H 2.476 4.484 0.921
H 3.230 5.466 -0.345
H 3.263 6.011 1.339
C -0.722 -5.841 2.220
C 0.173 -4.803 2.426
C -0.189 -3.500 2.128
C -1.458 -3.223 1.618
C -2.355 -4.271 1.403
C -1.982 -5.569 1.702
N -1.797 -1.882 1.286
C -3.113 -1.483 1.659
C -3.682 -1.915 2.859
C -4.933 -1.461 3.240
C -5.625 -0.560 2.445
C -5.075 -0.146 1.240
C -3.835 -0.609 0.844
H -0.443 -6.856 2.472
H 1.160 -5.003 2.821
H 0.499 -2.683 2.304
H -3.324 -4.058 0.973
H -2.680 -6.377 1.525
H -3.134 -2.589 3.504
H -5.364 -1.806 4.170
H -6.588 -0.185 2.764
H -5.618 0.542 0.606
H -3.424 -0.320 -0.114
```

As for the charge: +1. The LUMO energy (spin up / spin down) comes out at -3.2 / -2.9 eV. As for the expectation value of S²: 0.796. As for the energy above the lowest of the compared OMol25 structures with the same formula, charge and spin: 261.0 kJ/mol. As for the multiplicity: 2.

---

(2)
Below is C34H45N8NaP as an isolated structure, with properties calculated with the ωB97M-V functional and the def2-TZVPD basis.

XYZ file:
```
89
Properties=species:S:1:pos:R:3
Na -0.621 -1.309 0.903
C -0.900 -4.441 1.942
C -1.245 -4.511 0.460
N -0.403 -3.614 -0.328
C -0.840 -3.456 -1.705
C -2.058 -2.559 -1.813
C -2.761 -2.415 -3.001
C -3.872 -1.586 -3.015
C -4.263 -0.943 -1.851
C -3.503 -1.146 -0.706
C -3.854 -0.482 0.609
N -3.016 -0.953 1.701
C -3.412 -2.266 2.203
C -2.375 -2.845 3.155
N -1.074 -3.114 2.538
N -2.425 -1.925 -0.703
H 0.149 -4.727 2.061
H -1.493 -5.200 2.470
H -2.283 -4.219 0.306
H -1.161 -5.557 0.134
H 0.560 -3.928 -0.309
H -1.072 -4.412 -2.196
H -0.021 -3.007 -2.274
H -2.452 -2.950 -3.891
H -4.440 -1.449 -3.926
H -5.136 -0.305 -1.829
H -4.928 -0.630 0.795
H -3.707 0.593 0.495
H -3.031 -0.279 2.457
H -3.538 -2.927 1.346
H -4.381 -2.236 2.722
H -2.793 -3.753 3.611
H -2.216 -2.130 3.967
H -0.359 -2.977 3.238
C 1.333 1.101 5.997
C 1.449 1.565 4.539
C 0.838 2.962 4.367
C 2.917 1.561 4.090
C 0.702 0.629 3.690
N 0.113 -0.102 3.027
H 1.887 1.790 6.635
H 1.751 0.103 6.127
H 0.294 1.091 6.325
H 1.383 3.672 4.989
H -0.208 2.974 4.673
H 0.903 3.297 3.331
H 3.479 2.268 4.700
H 3.012 1.858 3.044
H 3.361 0.573 4.215
C -1.732 2.668 1.195
P -0.762 1.603 0.053
C 0.866 2.434 0.240
C -1.251 2.199 -1.605
C -1.509 1.232 -2.575
C -1.852 1.597 -3.871
C -1.948 2.938 -4.206
C -1.699 3.913 -3.246
C -1.352 3.545 -1.956
H -1.544 3.733 1.052
H -1.467 2.408 2.221
H -2.801 2.497 1.065
H 0.777 3.522 0.229
H 1.533 2.139 -0.571
H 1.327 2.121 1.180
H -1.449 0.181 -2.310
H -2.051 0.833 -4.611
H -2.219 3.229 -5.213
H -1.775 4.960 -3.508
H -1.158 4.316 -1.220
N 5.965 2.475 -6.966
C 5.507 2.038 -6.008
C 4.931 1.490 -4.812
C 5.239 2.046 -3.573
C 4.675 1.523 -2.424
C 3.817 0.436 -2.514
C 3.515 -0.131 -3.745
C 4.065 0.403 -4.897
N 3.232 -0.099 -1.336
C 3.826 -0.244 -0.103
C 2.854 -0.728 0.720
N 1.675 -0.873 0.028
C 1.937 -0.493 -1.196
H 5.909 2.893 -3.517
H 4.885 1.968 -1.461
H 2.870 -0.997 -3.799
H 3.838 -0.028 -5.862
H 4.868 -0.029 0.052
H 2.933 -0.984 1.763
H 1.233 -0.421 -2.011
```

As for the charge: +1. The LUMO energy comes out at -2.0 eV. As for the energy above the lowest of the compared OMol25 structures with the same formula, charge and spin: 0.0 kJ/mol.

---

(3)
Below is C34H46AlF32O7 as an isolated structure at a distorted geometry, with properties calculated with the ωB97M-V functional and the def2-TZVPD basis.

XYZ file:
```
120
Properties=species:S:1:pos:R:3
C -0.328 0.571 0.337
C -0.347 -0.924 0.811
C 0.319 -1.196 2.214
C 0.040 -0.081 3.282
C -1.496 0.187 3.402
C 0.776 -0.321 4.668
C -0.010 -0.058 5.992
C 0.146 1.393 6.556
C -0.114 2.525 5.516
C 0.880 3.721 5.842
C 2.043 3.784 4.802
C 1.540 4.228 3.377
O 0.184 4.686 3.375
C -0.477 4.206 2.210
C 1.400 -1.799 4.767
O 2.664 -1.937 4.133
Al 3.376 -0.249 3.741
O 1.917 0.533 4.561
H -0.163 0.569 -0.762
H 0.495 1.162 0.784
H -1.327 1.009 0.542
H 0.167 -1.569 0.069
H -1.393 -1.312 0.877
H -0.160 -2.131 2.609
H 1.401 -1.343 2.028
H 0.491 0.849 2.866
H -1.933 -0.654 3.991
H -2.024 0.298 2.436
H -1.736 1.099 3.997
H -1.086 -0.345 5.944
H 0.426 -0.741 6.758
H -0.625 1.503 7.361
H 1.123 1.458 7.068
H 0.170 2.206 4.491
H -1.150 2.911 5.507
H 0.306 4.668 5.840
H 1.357 3.587 6.840
H 2.609 2.839 4.714
H 2.744 4.578 5.154
H 2.185 5.077 3.044
H 1.730 3.402 2.656
H -0.299 3.128 2.014
H -1.566 4.315 2.404
H -0.209 4.800 1.303
H 1.652 -2.132 5.811
H 0.657 -2.588 4.471
H 3.282 -0.140 2.131
H 4.837 0.068 4.319
C -0.018 -1.131 -6.802
C -1.440 -1.452 -6.275
C -2.275 -0.299 -5.707
F -1.728 0.264 -4.624
F -3.491 -0.764 -5.324
F -1.357 -2.459 -5.381
F -2.137 -1.944 -7.342
O 1.103 -1.417 -5.952
C 1.553 -0.480 -5.012
C 1.441 -1.002 -3.577
F 0.168 -1.294 -3.255
F 1.869 -0.066 -2.708
F 0.945 0.701 -5.191
F 2.855 -0.271 -5.287
H 0.130 -1.806 -7.645
H 0.048 -0.131 -7.232
H -2.435 0.476 -6.462
H 2.038 -1.906 -3.446
C -0.794 -5.945 -8.283
C 0.283 -4.851 -8.498
C 1.480 -5.197 -9.391
F 2.225 -6.199 -8.907
F 2.301 -4.122 -9.486
F 0.700 -4.409 -7.294
F -0.355 -3.801 -9.094
O -0.764 -6.708 -7.067
C 0.009 -7.870 -6.961
C 1.092 -7.746 -5.886
F 1.942 -6.740 -6.153
F 1.821 -8.883 -5.829
F 0.495 -8.229 -8.158
F -0.838 -8.852 -6.598
H -1.735 -5.399 -8.209
H -0.909 -6.586 -9.157
H 1.151 -5.459 -10.400
H 0.644 -7.563 -4.908
C 3.998 9.067 0.578
C 4.891 7.842 0.254
C 5.012 7.408 -1.212
F 3.846 7.016 -1.743
F 5.850 6.347 -1.304
F 4.506 6.807 1.024
F 6.150 8.175 0.660
O 2.672 8.840 1.079
C 1.590 8.661 0.207
C 0.948 7.280 0.362
F 1.826 6.298 0.100
F -0.078 7.137 -0.508
F 1.952 8.936 -1.055
F 0.679 9.596 0.542
H 4.496 9.562 1.413
H 4.002 9.803 -0.226
H 5.423 8.215 -1.825
H 0.573 7.139 1.378
C -4.828 -4.221 1.991
C -6.232 -4.576 2.544
C -7.086 -3.441 3.120
F -6.537 -2.860 4.193
F -8.285 -3.936 3.526
F -6.109 -5.579 3.441
F -6.935 -5.089 1.492
O -3.679 -4.473 2.812
C -3.228 -3.515 3.732
C -3.282 -4.017 5.177
F -4.537 -4.344 5.545
F -2.856 -3.054 6.019
F -3.879 -2.359 3.551
F -1.948 -3.272 3.415
H -4.682 -4.898 1.147
H -4.798 -3.221 1.557
H -7.278 -2.675 2.365
H -2.651 -4.900 5.300
```

As for the charge: -1. The LUMO energy comes out at 1.6 eV.

---

- Which formula does entry 2 have?
  C34H45N8NaP